1.
{"formula": "C3H3N9", "method": "ωB97M-V with the def2-TZVPD basis set", "species": ["N", "N", "N", "N", "N", "N", "N", "N", "N", "C", "C", "C", "H", "H", "H"], "positions_angstrom": [[1.10, -3.26, -0.06], [1.48, -1.97, -0.04], [-2.07, 2.60, -0.10], [-0.17, -3.39, -0.03], [-2.23, 0.46, -0.05], [-0.81, 2.18, -0.16], [-0.73, -2.23, 0.09], [0.23, 0.08, -0.10], [-2.87, 1.58, -0.01], [-0.89, 0.87, -0.11], [0.30, -1.32, 0.04], [1.45, 0.88, 0.06], [1.62, 1.29, 1.07], [1.18, 1.81, -0.44], [2.42, 0.41, -0.17]], "total_energy_ev": -16567.90971, "smiles": "CN(c1nn[n-]n1)c1nn[n-]n1", "homo_energy_ev": 0.063, "homo_lumo_gap_ev": 6.7, "total_charge": -2}

=====

2.
{"formula": "C3H3NO", "method": "ωB97M-V with the def2-TZVPD basis set", "species": ["O", "N", "C", "C", "C", "H", "H", "H"], "positions_angstrom": [[-0.97, -1.27, -1.08], [-1.08, 0.58, 1.96], [-0.51, 0.58, 0.95], [0.40, 0.56, -0.36], [-0.03, -0.88, -0.44], [1.43, 0.76, -0.02], [0.53, -1.44, 0.31], [0.24, 1.11, -1.32]], "total_energy_ev": -6695.11810, "smiles": "N#CCC=O", "homo_energy_ev": -10.641, "homo_lumo_gap_ev": 11.0, "total_charge": 0}

=====

3.
{"formula": "C3H3NO", "method": "ωB97M-V with the def2-TZVPD basis set", "species": ["O", "N", "C", "C", "C", "H", "H", "H"], "positions_angstrom": [[0.58, 2.24, 1.78], [1.13, 0.26, 0.61], [0.06, -0.62, 0.52], [0.79, 1.28, 1.19], [-0.45, -0.72, -0.79], [-0.36, 0.15, -1.37], [-1.52, -0.98, -0.65], [-0.23, -1.61, -1.29]], "total_energy_ev": -6693.38616, "homo_energy_ev": -8.454, "homo_lumo_gap_ev": 8.4, "total_charge": 0}

=====

4.
{"formula": "C3H3NO", "method": "ωB97M-V with the def2-TZVPD basis set", "species": ["O", "N", "C", "C", "C", "H", "H", "H"], "positions_angstrom": [[1.74, -0.74, 1.19], [0.99, -0.36, 0.25], [-1.05, 0.48, -0.94], [-1.70, 0.76, -1.90], [-0.37, 0.04, 0.34], [1.59, -0.13, -0.59], [-0.85, -0.88, 0.49], [-0.35, 0.82, 1.17]], "total_energy_ev": -6688.61467, "homo_energy_ev": [-10.664, -9.038], "homo_lumo_gap_ev": [10.7, 5.3], "total_charge": 0}

=====

5.
{"formula": "C3H3NO", "method": "ωB97M-V with the def2-TZVPD basis set", "species": ["O", "N", "C", "C", "C", "H", "H", "H"], "positions_angstrom": [[0.48, -1.21, 0.09], [-0.78, -0.91, 0.29], [1.22, -0.04, -0.06], [0.49, 1.12, -0.03], [-0.79, 0.51, 0.19], [-1.15, -0.17, -0.78], [-1.73, 0.97, 0.50], [2.27, -0.26, -0.20]], "total_energy_ev": -6690.82297, "homo_energy_ev": -8.778, "homo_lumo_gap_ev": 8.6, "total_charge": 0}

=====

6.
{"formula": "C3H3NO", "method": "ωB97M-V with the def2-TZVPD basis set", "species": ["O", "N", "C", "C", "C", "H", "H", "H"], "positions_angstrom": [[-1.37, -0.74, -0.37], [1.96, 0.58, -0.71], [1.94, -0.65, 0.04], [0.82, 0.19, -0.11], [-0.69, 0.36, 0.14], [-0.94, -1.48, 0.12], [-0.71, 0.50, 1.21], [-1.02, 1.25, -0.32]], "total_energy_ev": -6692.62792, "smiles": "OCC1=C=N1", "homo_energy_ev": -9.888, "homo_lumo_gap_ev": 10.0, "total_charge": 0}